Entry 1:
{
  "formula": "C33H31NO3PRhS",
  "method": "the ωB97M-V functional and the def2-TZVPD basis",
  "s2": 6.044,
  "multiplicity": 5,
  "lumo_energy_ev": [-0.22, -2.24],
  "e_above_lowest_kcal_mol": 104.3,
  "symbols": ["Rh", "C", "C", "C", "C", "N", "C", "C", "C", "C", "C", "C", "C", "H", "H", "H", "H", "H", "H", "H", "H", "O", "S", "O", "O", "C", "C", "C", "C", "C", "C", "P", "C", "C", "C", "C", "C", "C", "C", "C", "C", "C", "C", "C", "H", "H", "H", "H", "H", "H", "H", "H", "H", "H", "H", "H", "H", "H", "C", "C", "C", "C", "H", "H", "H", "H", "H", "H", "H", "H", "H"],
  "coordinates": [[0.108, 0.823, 0.699], [-2.935, 3.238, 2.516], [-2.251, 3.817, 3.610], [-0.910, 3.576, 3.754], [-0.230, 2.753, 2.845], [-0.939, 2.158, 1.812], [-2.236, 2.429, 1.662], [1.170, 2.469, 2.815], [2.122, 2.976, 3.718], [3.458, 2.694, 3.547], [3.888, 1.906, 2.488], [2.957, 1.366, 1.598], [1.619, 1.636, 1.758], [-3.984, 3.420, 2.356], [-2.786, 4.443, 4.307], [-0.358, 4.014, 4.572], [-2.714, 1.962, 0.803], [1.797, 3.589, 4.546], [4.181, 3.093, 4.244], [4.938, 1.695, 2.351], [3.301, 0.738, 0.783], [-0.694, -3.612, -2.450], [0.214, -2.514, -2.515], [0.141, -1.671, -3.665], [-0.071, -1.582, -1.195], [1.870, -2.946, -2.115], [2.605, -3.919, -2.771], [3.911, -4.136, -2.377], [4.471, -3.392, -1.327], [3.728, -2.407, -0.691], [2.422, -2.172, -1.086], [1.217, -0.963, -0.404], [1.749, 0.358, -1.827], [1.203, 1.630, -1.766], [1.475, 2.577, -2.739], [2.321, 2.255, -3.787], [2.906, 1.002, -3.832], [2.629, 0.058, -2.855], [1.050, -2.118, 1.210], [0.678, -1.517, 2.400], [0.601, -2.243, 3.577], [0.905, -3.593, 3.568], [1.240, -4.210, 2.375], [1.310, -3.482, 1.198], [2.151, -4.482, -3.572], [4.510, -4.876, -2.883], [5.479, -3.599, -1.006], [4.160, -1.827, 0.110], [0.547, 1.914, -0.915], [1.043, 3.566, -2.671], [2.531, 2.982, -4.558], [3.595, 0.745, -4.624], [3.116, -0.901, -2.924], [0.441, -0.440, 2.422], [0.315, -1.753, 4.494], [0.889, -4.160, 4.485], [1.454, -5.268, 2.356], [1.562, -3.996, 0.284], [-4.646, 0.564, -0.618], [-3.446, -0.377, -0.831], [-3.501, -0.931, -2.268], [-2.153, 0.313, -0.611], [-5.565, 0.029, -0.840], [-4.574, 1.430, -1.272], [-4.689, 0.905, 0.413], [-3.548, -1.209, -0.124], [-3.441, -0.122, -2.995], [-4.442, -1.457, -2.420], [-2.676, -1.620, -2.448], [-1.464, -0.149, 0.117], [-1.776, 0.919, -1.422]],
  "mulliken_charge": [-1.512, -0.874, -0.436, -1.177, 0.761, 0.358, -0.030, 0.316, -0.709, -0.735, -0.969, -0.089, 0.573, 0.456, 0.416, 0.357, 0.302, 0.370, 0.381, 0.428, 0.285, -0.687, 1.196, -0.631, 0.146, 1.074, -0.763, -0.697, -0.830, -0.635, -0.763, 1.742, 1.872, -0.523, -1.326, -0.738, -0.856, -0.829, 1.057, -0.152, -1.066, -0.597, -0.793, -0.687, 0.511, 0.417, 0.449, 0.532, 1.013, 0.516, 0.394, 0.454, 0.264, 0.625, 0.504, 0.396, 0.439, 0.369, -1.711, 0.885, -1.295, -1.852, 0.478, 0.346, 0.399, 0.255, 0.339, 0.437, 0.147, 1.004, 0.694]
}


Entry 2:
{
  "formula": "C21H24O5",
  "method": "the ωB97M-V functional and the def2-TZVPD basis",
  "lumo_energy_ev": 0.44,
  "e_above_lowest_kcal_mol": 493.7,
  "symbols": ["C", "C", "C", "C", "C", "C", "C", "C", "H", "H", "C", "C", "C", "O", "C", "O", "C", "C", "H", "C", "H", "C", "H", "O", "H", "H", "H", "H", "H", "H", "C", "H", "H", "H", "C", "O", "O", "C", "C", "C", "H", "H", "H", "H", "H", "H", "H", "H", "H", "H"],
  "coordinates": [[5.628, -2.936, 4.216], [4.611, -2.455, 3.613], [3.442, -2.059, 2.857], [3.548, -1.709, 1.653], [2.499, -1.178, 1.122], [1.209, -1.353, 1.810], [1.126, -1.795, 3.232], [2.429, -2.028, 3.638], [2.406, -2.348, 4.695], [0.223, -1.597, 3.613], [-0.015, -0.983, 0.843], [0.002, -1.454, -0.471], [-0.458, -0.514, -1.309], [-0.952, 0.574, -1.447], [-1.046, 1.216, -0.089], [-1.153, 2.402, -0.044], [-2.180, 3.183, -0.796], [-3.534, 3.143, -0.225], [-3.866, 2.255, -0.183], [-3.672, 4.001, 0.912], [-4.577, 4.312, 1.107], [-2.986, 3.352, 2.185], [-3.206, 2.400, 2.187], [-1.662, 3.640, 2.311], [-0.998, 3.553, 1.259], [-3.461, 4.112, 3.012], [-3.171, 5.170, 0.850], [-4.187, 3.541, -1.248], [-1.754, 4.028, -1.038], [-2.244, 2.583, -1.855], [-0.032, 0.674, 0.793], [-0.136, 1.210, 1.879], [0.863, 1.032, 0.498], [-2.101, 0.812, 0.381], [-0.569, -1.203, -2.756], [-1.143, -0.705, -3.936], [0.055, -2.302, -2.979], [-0.195, -3.200, -4.152], [1.191, -2.652, -5.046], [2.168, -1.998, -4.654], [2.812, -1.574, -5.135], [2.074, -1.650, -3.568], [1.256, -3.105, -5.932], [0.003, -4.086, -3.898], [-0.796, -2.775, -4.804], [0.017, -2.316, -0.524], [-1.006, -1.118, 1.673], [2.320, -0.971, 0.076], [4.559, -1.766, 0.988], [6.661, -3.363, 4.686]],
  "mulliken_charge": [-0.151, -0.946, 0.983, -0.406, -0.423, 0.539, -1.388, -0.515, 0.360, 0.574, 0.970, -2.348, 1.019, -0.292, 0.440, -0.480, -0.714, -0.738, 0.500, -0.921, 0.592, -0.290, 0.353, -0.580, 0.494, 0.294, 0.261, 0.314, 0.748, 0.261, -1.501, 0.311, 0.661, 0.064, 0.441, -0.759, -0.369, -0.884, -0.267, -0.683, 0.491, 0.040, 0.511, 0.557, 0.498, 1.329, 0.116, 0.372, 0.210, 0.350]
}


Entry 3:
{
  "formula": "C5H11O2",
  "method": "the ωB97M-V functional and the def2-TZVPD basis",
  "total_charge": -1,
  "lumo_energy_ev": 4.23,
  "e_above_lowest_kcal_mol": 93.0,
  "symbols": ["C", "O", "C", "C", "C", "C", "H", "H", "H", "H", "H", "H", "H", "H", "H", "H", "H", "O"],
  "coordinates": [[1.820, -0.260, 0.718], [0.912, 0.790, 0.973], [1.135, -1.515, -0.037], [-0.549, -1.617, 0.053], [-1.138, -0.447, -0.596], [-2.454, -0.249, -0.947], [2.316, -0.640, 1.627], [2.557, 0.344, 0.002], [1.504, -1.363, -1.046], [1.398, -2.366, 0.507], [-0.842, -1.917, 1.101], [-0.532, -2.476, -0.758], [-0.368, 0.370, -0.814], [-3.088, -1.075, -0.679], [-2.916, 0.654, -1.322], [0.432, 3.203, -0.726], [0.463, 2.094, 0.413], [-0.138, 2.673, -0.155]],
  "mulliken_charge": [-0.415, -0.888, -0.931, -0.317, 0.231, -0.847, 0.219, 0.168, 0.360, 0.474, 0.289, 0.146, 0.004, 0.253, 0.315, 0.244, 0.423, -0.728]
}


Entry 4:
{
  "formula": "C5H7BrN2S",
  "method": "the ωB97M-V functional and the def2-TZVPD basis",
  "lumo_energy_ev": [-0.99, -1.14],
  "e_above_lowest_kcal_mol": 78.9,
  "symbols": ["C", "C", "C", "C", "C", "N", "N", "S", "Br", "H", "H", "H", "H", "H", "H", "H"],
  "coordinates": [[2.454, 0.821, 0.863], [1.397, 0.204, 0.154], [2.420, 1.219, 2.316], [-1.561, 0.317, 1.666], [-0.982, -0.527, 0.545], [3.474, 0.940, 0.089], [3.434, 0.337, -1.046], [1.962, -0.336, -1.363], [-1.805, -0.122, -1.201], [1.499, 0.929, 2.691], [3.142, 0.639, 2.805], [2.607, 2.212, 2.505], [-0.914, 1.197, 1.631], [-1.442, -0.205, 2.554], [-2.651, 0.489, 1.453], [-0.927, -1.573, 0.732]],
  "mulliken_charge": [0.071, 0.573, -1.269, -0.877, -0.164, -0.241, -0.450, 0.132, -0.092, 0.315, 0.352, 0.346, 0.219, 0.303, 0.384, 0.399]
}


Entry 5:
{
  "formula": "C6H14NO",
  "method": "the ωB97M-V functional and the def2-TZVPD basis",
  "total_charge": 1,
  "lumo_energy_ev": -8.79,
  "e_above_lowest_kcal_mol": 122.8,
  "symbols": ["O", "C", "C", "C", "C", "C", "C", "N", "H", "H", "H", "H", "H", "H", "H", "H", "H", "H", "H", "H", "H", "H"],
  "coordinates": [[1.086, -0.677, -1.050], [0.948, 0.575, -1.156], [0.457, 1.385, -0.079], [-0.131, 0.871, 1.177], [-0.305, 2.150, 2.172], [-1.427, 0.203, 0.831], [-2.207, -0.528, 1.946], [1.574, -3.152, -3.448], [1.113, 1.094, -2.109], [0.626, 2.485, -0.191], [0.633, 0.155, 1.605], [-0.409, 2.014, 3.241], [0.447, 2.831, 1.792], [-1.353, 2.500, 1.915], [-2.019, 0.976, 0.369], [-1.195, -0.407, -0.048], [-2.846, -1.310, 1.517], [-1.705, -1.312, 2.617], [-2.793, 0.167, 2.644], [1.793, -4.137, -3.754], [1.747, -2.971, -2.431], [2.244, -2.542, -3.984]],
  "mulliken_charge": [-0.297, -0.325, -0.011, 0.769, -1.258, -0.851, -1.210, -0.658, 0.395, 0.365, 0.435, 0.371, 0.356, 0.366, 0.486, 0.375, 0.379, 0.324, 0.314, 0.238, 0.213, 0.228]
}


Entry 6:
{
  "formula": "C34H39N6O2SV",
  "method": "the ωB97M-V functional and the def2-TZVPD basis",
  "total_charge": -1,
  "s2": 0.977,
  "multiplicity": 2,
  "lumo_energy_ev": [2.55, 2.55],
  "symbols": ["V", "C", "N", "C", "C", "C", "C", "C", "C", "C", "N", "C", "C", "C", "C", "C", "C", "N", "C", "C", "H", "H", "H", "H", "H", "H", "H", "H", "H", "H", "H", "H", "H", "H", "H", "H", "H", "H", "H", "H", "C", "C", "C", "C", "C", "C", "C", "C", "S", "C", "N", "C", "C", "C", "C", "C", "C", "C", "C", "H", "H", "H", "H", "H", "H", "H", "H", "H", "H", "H", "H", "H", "H", "H", "H", "N", "N", "C", "O", "O", "H", "H", "H"],
  "coordinates": [[0.114, -0.099, -0.081], [3.265, 1.273, 1.260], [2.043, 0.697, 1.838], [2.382, -0.358, 2.785], [1.244, 1.734, 2.453], [1.862, 2.689, 3.253], [1.165, 3.760, 3.782], [-0.185, 3.872, 3.473], [-0.812, 2.908, 2.707], [-0.137, 1.772, 2.213], [-0.768, 0.752, 1.485], [-2.135, 0.560, 1.677], [-2.782, 0.817, 2.909], [-4.153, 0.746, 3.060], [-4.958, 0.374, 1.989], [-4.332, -0.020, 0.820], [-2.951, 0.020, 0.664], [-2.337, -0.629, -0.484], [-2.686, -0.050, -1.795], [-2.719, -2.047, -0.504], [3.974, 1.597, 2.036], [3.006, 2.127, 0.640], [3.766, 0.535, 0.643], [3.048, 0.001, 3.580], [2.887, -1.176, 2.263], [1.473, -0.737, 3.250], [2.929, 2.610, 3.431], [1.665, 4.500, 4.394], [-0.757, 4.722, 3.825], [-1.862, 3.032, 2.485], [-2.168, 1.095, 3.754], [-4.596, 0.980, 4.023], [-6.036, 0.344, 2.078], [-4.934, -0.393, -0.003], [-3.748, -0.217, -2.029], [-2.077, -0.541, -2.555], [-2.482, 1.007, -1.821], [-3.774, -2.173, -0.763], [-2.557, -2.496, 0.476], [-2.121, -2.579, -1.242], [5.954, -4.698, -0.831], [4.738, -3.929, -0.309], [3.571, -4.911, -0.136], [5.119, -3.342, 1.063], [4.315, -2.789, -1.242], [4.946, -2.535, -2.461], [4.552, -1.464, -3.268], [3.525, -0.645, -2.843], [2.823, 0.750, -3.643], [1.686, 0.910, -2.302], [1.853, -0.009, -1.327], [2.862, -0.890, -1.628], [3.267, -1.964, -0.845], [0.680, 1.881, -2.185], [0.507, 2.956, -3.090], [-0.433, 3.922, -2.821], [-1.216, 3.827, -1.653], [-1.080, 2.739, -0.804], [-0.151, 1.704, -1.023], [6.275, -5.420, -0.074], [6.791, -4.025, -1.031], [5.720, -5.250, -1.745], [3.837, -5.694, 0.586], [3.327, -5.390, -1.089], [2.668, -4.404, 0.219], [5.416, -4.143, 1.749], [4.285, -2.797, 1.511], [5.957, -2.646, 0.956], [5.731, -3.187, -2.822], [5.037, -1.286, -4.222], [2.713, -2.164, 0.069], [1.113, 3.014, -3.991], [-0.567, 4.758, -3.500], [-1.938, 4.603, -1.420], [-1.755, 2.691, 0.045], [0.008, -2.148, 1.597], [0.097, -3.272, 0.761], [-0.031, -3.068, -0.634], [-0.256, -4.069, -1.311], [0.107, -1.855, -1.027], [0.620, -2.283, 2.380], [-0.932, -1.972, 1.927], [-0.377, -4.102, 1.057]],
  "mulliken_charge": [0.662, -1.340, 1.731, -1.003, -0.241, -0.473, -0.993, -0.956, -0.495, -0.134, 0.985, -0.161, -0.751, -0.725, -1.002, -0.416, -0.138, 1.514, -1.316, -1.630, 0.478, 0.349, 0.221, 0.391, -0.029, 0.249, 0.314, 0.375, 0.388, 0.489, 0.560, 0.391, 0.390, 0.316, 0.391, 0.294, 0.342, 0.412, 0.362, 0.408, -2.304, 2.486, -1.540, -1.676, -0.435, -0.242, -1.186, 0.637, -0.588, 0.467, 0.740, -1.151, 0.596, 0.230, -1.025, -0.887, -0.973, 0.207, 1.185, 0.429, 0.458, 0.400, 0.447, 0.340, 0.253, 0.491, 0.223, 0.332, 0.491, 0.385, -0.297, 0.376, 0.343, 0.439, 0.276, -0.606, -0.211, 0.268, -0.798, -0.629, 0.333, 0.209, 0.294]
}


The evaluated F_max for the records listed, in turn: 1.8, 15.4, 4.7, 4.6, 4.9, 1.9 eV/Å.